{
  "formula": "H16O8",
  "method": "wB97M-V/def2-TZVPD",
  "e_lumo_ev": 0.01,
  "homo_ev": -10.6,
  "gap_ev": 10.57,
  "smiles": "O.O.O.O.O.O.O.O",
  "species": ["O", "O", "O", "O", "O", "O", "O", "O", "H", "H", "H", "H", "H", "H", "H", "H", "H", "H", "H", "H", "H", "H", "H", "H"],
  "positions_angstrom": [[-2.96, 1.36, -0.90], [-2.32, -2.84, 0.62], [1.82, -3.25, -0.59], [-0.63, -0.68, -0.12], [1.87, 1.24, -0.49], [-1.25, 2.81, -2.74], [1.80, -1.94, 2.10], [1.13, 2.35, 1.93], [-2.90, -3.06, -0.11], [0.21, -0.32, 0.18], [1.99, 2.52, 2.31], [-3.03, 1.84, -0.06], [-1.18, 0.10, -0.29], [1.49, -2.62, 0.07], [-3.76, 0.83, -0.94], [2.69, -2.91, -0.84], [-1.62, -2.28, 0.22], [1.30, 1.76, 1.16], [-1.83, 2.25, -2.19], [1.29, 1.42, -1.25], [2.74, -2.02, 2.31], [2.75, 1.14, -0.87], [-1.10, 3.60, -2.21], [1.47, -1.27, 2.71]],
  "mulliken_charge": [-0.70, -0.63, -0.62, -0.61, -0.62, -0.65, -0.60, -0.65, 0.30, 0.31, 0.30, 0.33, 0.33, 0.31, 0.31, 0.29, 0.36, 0.36, 0.37, 0.32, 0.30, 0.28, 0.30, 0.30]
}